Entry 1:
The following is a quantum chemistry calculation of a 11-piece molecular cluster, C3H27BClN3O13P overall, from the OMol25 dataset.

Geometry (Å):
N  1.95  2.28  0.80
C  0.93  1.16  0.79
N  -0.33  1.37  -0.05
C  -1.30  0.20  0.00
C  -0.47  -0.78  1.04
P  -0.97  -2.51  1.75
O  -2.15  -3.31  0.74
Cl  -2.01  -2.03  3.58
N  0.88  -0.18  1.48
B  1.95  -0.74  2.40
O  3.35  -0.20  2.25
O  1.77  -1.75  3.47
H  1.47  3.22  0.93
H  2.62  2.22  1.60
H  -0.58  2.22  -0.63
H  -2.33  0.01  -0.51
H  -1.64  -3.60  -0.10
H  3.64  -0.43  1.30
H  2.32  -2.55  3.24
O  -1.80  2.02  -2.33
H  -2.65  1.57  -2.43
H  -1.34  1.83  -3.17
O  -3.24  -6.10  1.93
H  -2.48  -6.68  2.07
H  -2.85  -5.23  1.79
O  -1.03  2.73  -5.21
H  -1.05  3.25  -4.39
H  -0.14  2.87  -5.55
O  -1.88  -3.31  6.79
H  -2.13  -2.88  5.96
H  -2.71  -3.41  7.27
O  2.88  -3.78  5.54
H  2.75  -2.82  5.63
H  2.05  -4.16  5.88
O  1.07  4.97  -6.32
H  1.05  5.48  -5.50
H  1.96  5.10  -6.66
O  -0.28  1.71  3.67
H  0.09  0.97  3.16
H  -1.12  1.36  4.01
O  4.01  -2.83  1.56
H  4.17  -3.59  0.98
H  4.90  -2.56  1.84
O  -3.93  3.54  -6.02
H  -4.27  4.19  -5.39
H  -3.02  3.38  -5.72
O  0.90  2.32  -7.89
H  1.06  3.25  -7.68
H  -0.06  2.24  -7.88

HOMO = -12.52 eV
E_LUMO = -4.7 eV
total charge = +1
frontier orbital gap = 7.850 eV


Entry 2:
The following is a quantum chemistry calculation of a 2-piece molecular cluster, C3H5N3 overall, from the OMol25 dataset.

Geometry (Å):
C  0.95  0.59  0.49
N  -0.34  -0.07  0.66
C  -0.19  -1.33  0.06
N  -0.76  -1.41  -1.09
N  -1.31  -0.13  -1.34
C  -1.17  0.56  -0.25
H  0.92  1.64  0.84
H  0.77  0.41  -0.97
H  1.66  0.09  1.20
H  0.49  -2.07  0.47
H  -1.33  1.63  -0.18

HOMO = -10.36 eV
E_LUMO = 0.7 eV
total charge = 0
frontier orbital gap = 11.011 eV


Entry 3:
The following is a quantum chemistry calculation of C50H121AsF6O32P7S2 as an isolated structure, from the OMol25 dataset.

Geometry (Å):
As  0.23  -0.59  -0.11
F  0.56  -0.14  -1.79
F  0.09  -2.26  -0.66
F  -0.03  -1.17  1.52
F  0.31  1.05  0.49
F  -1.48  -0.34  -0.38
F  1.98  -0.71  0.07
C  4.47  2.87  -0.74
C  5.36  3.41  0.38
C  5.85  2.21  1.14
S  4.48  0.96  1.12
O  3.65  1.08  2.30
O  5.07  -0.33  0.81
C  3.59  1.72  -0.29
H  5.03  2.59  -1.64
H  3.86  3.66  -1.18
H  4.75  3.96  1.10
H  6.18  4.06  0.07
H  6.10  2.35  2.19
H  6.64  1.65  0.65
H  2.60  1.95  0.10
H  3.35  0.93  -0.99
C  3.29  -3.34  -2.61
C  4.02  -3.64  -3.92
C  4.81  -2.38  -4.24
S  5.57  -1.83  -2.72
O  5.61  -0.39  -2.72
O  6.77  -2.63  -2.47
C  4.21  -2.55  -1.67
H  2.85  -4.28  -2.23
H  2.35  -2.82  -2.81
H  3.40  -4.14  -4.66
H  4.81  -4.36  -3.68
H  4.11  -1.57  -4.48
H  5.43  -2.46  -5.13
H  3.71  -1.65  -1.31
H  4.59  -3.06  -0.79
C  4.55  5.86  -4.57
C  3.47  6.59  -3.75
O  3.34  5.95  -2.48
P  2.44  6.62  -1.32
O  2.16  8.03  -1.54
O  1.15  5.68  -1.33
C  1.30  4.26  -1.34
C  0.00  3.56  -1.62
O  3.14  6.21  0.06
C  3.21  7.21  1.10
C  3.51  6.41  2.37
H  4.77  6.46  -5.45
H  5.49  5.63  -4.08
H  4.17  4.90  -4.92
H  3.70  7.64  -3.62
H  2.54  6.39  -4.28
H  1.96  3.87  -2.12
H  1.60  3.91  -0.34
H  -0.57  3.83  -2.51
H  0.19  2.49  -1.50
H  -0.78  3.88  -0.92
H  3.93  8.01  0.94
H  2.22  7.64  1.25
H  2.64  5.77  2.54
H  4.46  5.90  2.27
H  3.59  7.06  3.25
C  1.90  7.90  7.28
C  1.48  7.50  5.89
O  0.34  6.62  5.94
P  -0.59  6.41  4.65
O  -1.10  7.66  4.08
O  0.23  5.45  3.69
C  0.68  4.14  4.04
C  0.78  3.23  2.86
O  -1.70  5.39  5.20
C  -2.96  5.91  5.62
C  -3.99  5.29  4.64
H  1.31  8.72  7.67
H  1.73  7.11  8.02
H  2.95  8.17  7.23
H  1.19  8.42  5.37
H  2.26  7.02  5.30
H  1.65  4.11  4.55
H  -0.02  3.72  4.77
H  1.65  3.50  2.25
H  0.92  2.19  3.13
H  -0.13  3.19  2.26
H  -3.17  5.52  6.62
H  -3.01  6.99  5.58
H  -4.08  4.22  4.80
H  -5.00  5.68  4.79
H  -3.63  5.47  3.63
C  -9.73  2.20  -1.71
C  -8.94  1.43  -2.74
O  -9.34  0.05  -2.69
P  -8.31  -1.02  -3.30
O  -8.12  -1.07  -4.76
O  -7.02  -0.83  -2.36
C  -5.70  -0.98  -2.86
C  -4.71  -0.94  -1.71
O  -8.94  -2.41  -2.78
C  -9.23  -2.65  -1.38
C  -8.12  -3.47  -0.77
H  -9.47  3.26  -1.65
H  -10.79  2.25  -1.94
H  -9.57  1.77  -0.72
H  -9.20  1.73  -3.76
H  -7.87  1.59  -2.56
H  -5.56  -1.95  -3.35
H  -5.43  -0.16  -3.52
H  -4.64  -1.94  -1.27
H  -3.70  -0.77  -2.07
H  -4.86  -0.15  -0.98
H  -9.45  -1.68  -0.93
H  -10.14  -3.25  -1.36
H  -8.54  -3.83  0.18
H  -7.88  -4.36  -1.35
H  -7.17  -3.01  -0.49
C  -1.41  1.38  -4.35
C  -2.60  1.48  -3.38
O  -2.87  2.86  -3.12
P  -4.17  3.21  -2.28
O  -5.25  2.22  -2.23
O  -3.58  3.60  -0.82
C  -3.22  2.51  0.05
C  -3.00  3.11  1.43
O  -4.64  4.64  -2.86
C  -5.65  5.39  -2.18
C  -6.36  6.26  -3.18
H  -1.69  2.03  -5.18
H  -0.51  1.72  -3.85
H  -1.31  0.36  -4.70
H  -3.47  0.94  -3.73
H  -2.27  0.98  -2.46
H  -3.91  1.67  0.11
H  -2.29  2.06  -0.31
H  -2.63  2.28  2.04
H  -2.32  3.96  1.47
H  -3.94  3.43  1.87
H  -6.37  4.67  -1.77
H  -5.20  5.98  -1.38
H  -7.19  6.75  -2.67
H  -5.74  7.05  -3.62
H  -6.81  5.75  -4.03
C  -1.59  -6.82  -4.61
C  -0.23  -6.29  -4.14
O  0.56  -5.83  -5.23
P  0.38  -4.44  -5.94
O  -0.86  -4.32  -6.72
O  0.67  -3.38  -4.73
C  -0.15  -2.21  -4.64
C  -1.52  -2.57  -4.03
O  1.74  -4.38  -6.75
C  2.03  -3.34  -7.69
C  2.82  -2.20  -7.07
H  -2.11  -7.17  -3.72
H  -2.14  -6.07  -5.17
H  -1.47  -7.71  -5.22
H  -0.35  -5.50  -3.40
H  0.28  -7.13  -3.67
H  0.36  -1.59  -3.89
H  -0.30  -1.59  -5.53
H  -2.01  -1.65  -3.69
H  -2.14  -3.19  -4.67
H  -1.32  -3.15  -3.13
H  2.59  -3.79  -8.51
H  1.10  -3.09  -8.21
H  2.86  -1.34  -7.73
H  2.18  -1.93  -6.22
H  3.85  -2.45  -6.81
C  6.29  -0.84  6.13
C  4.79  -0.52  5.96
O  4.06  -1.75  5.96
P  3.01  -2.08  7.13
O  2.44  -3.42  6.95
O  3.75  -1.80  8.50
C  4.16  -2.88  9.37
C  5.31  -3.66  8.75
O  1.98  -0.86  7.13
C  0.92  -0.74  6.17
C  1.40  -0.01  4.92
H  6.88  -0.09  6.65
H  6.39  -1.78  6.67
H  6.76  -1.01  5.16
H  4.45  0.20  6.71
H  4.66  -0.13  4.95
H  4.55  -2.44  10.28
H  3.28  -3.50  9.53
H  6.20  -3.04  8.84
H  5.46  -4.58  9.32
H  5.28  -3.90  7.69
H  0.44  -1.71  6.03
H  0.13  -0.18  6.67
H  1.65  1.02  5.13
H  2.28  -0.60  4.67
H  0.71  -0.17  4.09
C  0.63  -5.35  1.30
C  0.51  -5.32  -0.23
O  0.13  -6.58  -0.82
P  0.85  -8.00  -0.79
O  1.98  -8.14  -1.73
O  1.22  -8.18  0.78
C  1.70  -9.46  1.20
C  1.26  -9.75  2.62
O  -0.35  -9.01  -1.04
C  -1.54  -9.06  -0.23
C  -2.70  -9.50  -1.12
H  1.62  -5.73  1.54
H  0.46  -4.32  1.63
H  -0.15  -5.96  1.75
H  -0.23  -4.61  -0.60
H  1.44  -5.03  -0.71
H  1.28  -10.24  0.56
H  2.79  -9.45  1.26
H  1.84  -9.24  3.39
H  0.23  -9.42  2.77
H  1.39  -10.81  2.85
H  -1.37  -9.66  0.66
H  -1.70  -8.00  -0.01
H  -3.65  -9.26  -0.66
H  -2.63  -8.97  -2.07
H  -2.69  -10.58  -1.28

HOMO = -8.09 eV
E_LUMO = 1.9 eV
total charge = -1
frontier orbital gap = 9.988 eV


Entry 4:
The following is a quantum chemistry calculation of an isolated ion of composition C5H8NO and charge +1, from the OMol25 dataset.

Geometry (Å):
C  0.37  1.67  -0.45
C  -1.93  2.28  -0.44
C  0.51  0.66  -1.36
C  0.76  -0.97  0.85
C  0.55  -1.51  -0.56
N  -0.81  2.03  0.09
O  0.40  -0.49  -1.58
H  1.15  2.41  -0.33
H  -2.88  2.64  0.04
H  -2.03  2.10  -1.48
H  1.87  -0.65  0.81
H  -0.04  -0.37  1.31
H  0.70  -1.92  1.61
H  -0.31  -2.06  -0.71
H  1.40  -1.94  -0.86

HOMO (alpha / beta) = -12.30 / -15.61 eV
E_LUMO (alpha / beta) = -4.7 / -7.5 eV
total charge = +1
expectation value of S² = 2.0121
2S+1 = 3
frontier orbital gap (alpha / beta) = 7.611 / 8.071 eV


Entry 5:
The following is a quantum chemistry calculation of a 4-piece molecular cluster, CH9NO4 overall, from the OMol25 dataset.

Geometry (Å):
C  1.55  -1.22  -0.64
N  0.96  -0.04  -0.98
O  1.60  -1.61  0.50
H  1.77  -1.90  -1.48
H  0.58  0.05  -1.90
H  0.96  0.87  -0.51
H  -1.35  -2.73  0.90
H  -0.30  -1.71  1.35
O  -1.13  -1.81  0.88
H  -0.51  2.41  -0.41
H  0.66  3.02  0.37
O  0.43  2.65  -0.47
H  -2.16  1.07  1.31
H  -1.31  0.04  0.58
O  -1.73  0.90  0.49

HOMO = -9.99 eV
E_LUMO = 0.7 eV
total charge = 0
SMILES string = NC=O.O.O.O
frontier orbital gap = 10.737 eV


Entry 6:
The following is a quantum chemistry calculation of a 9-piece molecular cluster, C45H108O27S3 overall, from the OMol25 dataset.

Geometry (Å):
O  -17.20  13.76  1.36
S  -16.46  14.45  2.40
O  -15.90  13.80  3.60
O  -15.30  15.43  1.65
C  -14.26  15.95  2.50
C  -13.13  15.12  2.25
C  -17.67  15.87  2.95
H  -14.57  16.20  3.52
H  -14.09  16.92  2.02
H  -13.33  14.09  2.54
H  -12.28  15.46  2.84
H  -12.82  15.04  1.21
H  -17.21  16.58  3.64
H  -18.43  15.28  3.47
H  -18.06  16.31  2.03
O  -8.61  15.58  4.25
S  -8.93  15.96  2.88
O  -10.03  16.83  2.37
O  -7.59  16.52  2.20
C  -7.29  17.91  2.12
C  -7.22  18.44  3.59
C  -9.08  14.27  2.04
H  -8.08  18.38  1.54
H  -6.36  18.16  1.63
H  -7.23  17.73  4.43
H  -8.02  19.12  3.85
H  -6.29  19.01  3.66
H  -9.71  13.60  2.62
H  -8.00  14.13  2.12
H  -9.44  14.39  1.02
O  -21.28  9.39  0.70
S  -20.91  10.39  -0.30
O  -20.16  9.82  -1.35
O  -22.26  11.16  -0.83
C  -22.80  10.97  -2.08
C  -24.23  11.43  -2.03
C  -20.01  11.89  0.41
H  -22.69  9.93  -2.37
H  -22.08  11.51  -2.69
H  -24.75  10.85  -1.27
H  -24.65  11.40  -3.04
H  -24.29  12.46  -1.68
H  -20.51  12.22  1.32
H  -20.09  12.72  -0.28
H  -18.94  11.83  0.61
C  -21.89  14.97  6.68
O  -22.03  13.75  7.41
C  -21.05  13.47  8.39
C  -19.79  12.74  7.93
O  -19.01  13.48  7.00
C  -18.17  12.62  6.12
C  -18.67  12.07  4.78
O  -19.52  10.95  5.01
C  -20.32  10.38  3.93
H  -20.91  15.30  6.35
H  -22.33  15.76  7.30
H  -22.36  14.89  5.70
H  -21.54  12.86  9.15
H  -20.62  14.30  8.95
H  -20.14  11.80  7.50
H  -19.06  12.42  8.67
H  -17.73  11.84  6.73
H  -17.29  13.19  5.81
H  -17.78  11.82  4.20
H  -19.19  12.85  4.23
H  -21.15  9.77  4.26
H  -19.82  9.73  3.21
H  -20.68  11.20  3.31
C  -15.50  21.79  8.64
O  -15.96  22.70  7.57
C  -15.75  22.30  6.22
C  -16.79  22.91  5.11
O  -16.73  22.12  3.90
C  -17.55  22.56  2.89
C  -17.34  21.74  1.62
O  -17.72  20.39  1.95
C  -16.72  19.50  2.63
H  -16.02  20.83  8.56
H  -15.66  22.05  9.69
H  -14.47  21.48  8.48
H  -15.64  21.22  6.12
H  -14.77  22.71  5.97
H  -16.29  23.88  5.05
H  -17.81  23.02  5.47
H  -17.19  23.56  2.64
H  -18.58  22.60  3.24
H  -16.40  21.77  1.07
H  -18.19  22.17  1.08
H  -16.41  19.88  3.60
H  -15.77  19.44  2.09
H  -17.02  18.47  2.82
C  -18.63  19.58  6.49
O  -18.17  18.29  6.01
C  -18.79  17.12  6.67
C  -18.38  16.93  8.23
O  -16.98  16.89  8.57
C  -16.55  18.22  8.92
C  -15.03  18.33  9.22
O  -14.83  19.21  10.31
C  -13.65  19.03  11.08
H  -18.77  19.67  7.57
H  -19.63  19.70  6.09
H  -17.96  20.31  6.02
H  -18.52  16.26  6.07
H  -19.88  17.15  6.65
H  -18.74  15.93  8.47
H  -18.98  17.62  8.83
H  -17.24  18.74  9.57
H  -16.63  18.75  7.97
H  -14.47  18.70  8.35
H  -14.85  17.28  9.45
H  -13.50  18.14  11.68
H  -13.38  19.93  11.62
H  -12.81  19.16  10.39
C  -10.85  14.52  -4.28
O  -10.58  13.38  -3.51
C  -10.96  13.37  -2.12
C  -10.32  12.38  -1.16
O  -11.06  12.05  0.06
C  -10.57  10.97  0.77
C  -11.47  10.91  2.04
O  -12.65  10.21  1.78
C  -13.77  11.00  1.38
H  -11.94  14.63  -4.22
H  -10.53  14.29  -5.29
H  -10.30  15.34  -3.81
H  -12.05  13.32  -2.16
H  -10.83  14.31  -1.59
H  -9.31  12.67  -0.87
H  -10.32  11.43  -1.70
H  -9.58  11.18  1.18
H  -10.37  10.05  0.21
H  -11.71  11.92  2.38
H  -10.92  10.35  2.81
H  -13.92  11.80  2.11
H  -14.70  10.44  1.47
H  -13.66  11.24  0.32
C  -12.86  15.69  6.22
O  -14.22  15.84  6.58
C  -14.52  14.91  7.63
C  -14.57  13.41  7.18
O  -13.30  12.88  6.68
C  -13.53  11.56  5.98
C  -12.09  11.18  5.88
O  -11.40  12.10  5.06
C  -10.01  12.28  5.35
H  -12.71  14.72  5.73
H  -12.18  15.76  7.07
H  -12.54  16.49  5.54
H  -15.53  15.03  8.02
H  -13.90  15.06  8.51
H  -15.31  13.26  6.39
H  -14.77  12.74  8.02
H  -14.04  11.71  5.03
H  -14.08  10.91  6.65
H  -12.00  10.17  5.49
H  -11.68  11.20  6.89
H  -9.61  13.08  4.73
H  -9.40  11.42  5.08
H  -9.81  12.64  6.36
C  -20.09  18.12  0.46
O  -19.32  17.14  -0.12
C  -19.70  16.79  -1.41
C  -18.68  15.92  -2.15
O  -17.37  16.45  -2.29
C  -16.44  15.79  -1.44
C  -14.96  16.30  -1.61
O  -14.85  17.70  -1.60
C  -15.22  18.38  -0.36
H  -21.13  17.80  0.54
H  -19.95  18.99  -0.18
H  -19.67  18.35  1.44
H  -20.17  17.58  -2.00
H  -20.50  16.14  -1.04
H  -19.19  16.00  -3.11
H  -18.78  14.84  -2.01
H  -16.58  14.74  -1.69
H  -16.74  15.88  -0.40
H  -14.65  16.05  -2.62
H  -14.31  15.78  -0.91
H  -14.42  18.11  0.33
H  -16.19  18.14  0.07
H  -15.31  19.46  -0.29

HOMO = -9.18 eV
E_LUMO = 0.4 eV
total charge = 0
SMILES string = CCOS(C)(=O)=O.CCOS(C)(=O)=O.CCOS(C)(=O)=O.COCCOCCOC.COCCOCCOC.COCCOCCOC.COCCOCCOC.COCCOCCOC.COCCOCCOC
frontier orbital gap = 9.576 eV


Look up the total charge of the fourth one.
+1


Please write out number 4 again, unchanged.
The following is a quantum chemistry calculation of an isolated ion of composition C5H8NO and charge +1, from the OMol25 dataset.

Geometry (Å):
C  0.37  1.67  -0.45
C  -1.93  2.28  -0.44
C  0.51  0.66  -1.36
C  0.76  -0.97  0.85
C  0.55  -1.51  -0.56
N  -0.81  2.03  0.09
O  0.40  -0.49  -1.58
H  1.15  2.41  -0.33
H  -2.88  2.64  0.04
H  -2.03  2.10  -1.48
H  1.87  -0.65  0.81
H  -0.04  -0.37  1.31
H  0.70  -1.92  1.61
H  -0.31  -2.06  -0.71
H  1.40  -1.94  -0.86

HOMO (alpha / beta) = -12.30 / -15.61 eV
E_LUMO (alpha / beta) = -4.7 / -7.5 eV
total charge = +1
expectation value of S² = 2.0121
2S+1 = 3
frontier orbital gap (alpha / beta) = 7.611 / 8.071 eV


Which value of total charge does entry 6 give?
0